No. 1
Molecular formula: C10H20N2O6
Method: DFT, wB97M-V/def2-TZVPD

Geometry (Å):
N -2.6305 -1.9044 1.1189
C -3.7277 -1.3282 0.3809
C -4.2403 -0.0892 1.0942
C -3.1981 0.9987 1.2368
O -2.7492 1.2793 2.3439
O -2.8545 1.7370 0.1210
C -3.2392 -0.9496 -0.9926
O -3.9631 -0.4272 -1.8539
O -2.0441 -1.3451 -1.3680
H -1.9637 -2.1493 0.6347
H -2.9292 -2.6443 1.6421
H -4.5794 -2.0393 0.1917
H -4.3909 -0.2745 2.0660
H -5.1319 0.2113 0.6852
H -2.0332 2.1126 0.4568
H -2.0261 -1.2674 -2.2948
C 3.4288 2.3110 -0.3153
C 2.0824 1.6136 -0.0352
C 0.8925 2.4086 -0.4748
C 1.8710 0.1967 -0.6319
C 2.9346 -0.9364 -0.3420
N 2.5999 -2.1211 -1.1463
C 2.9667 -1.3610 1.1310
O 3.4192 -0.6974 2.0402
O 2.3353 -2.4726 1.4592
H 3.8743 2.0846 -1.2384
H 4.0710 2.0816 0.4632
H 3.2708 3.3269 -0.2457
H 2.0032 1.5396 1.0773
H 0.7959 3.3250 0.0615
H -0.0907 1.8394 -0.3123
H 0.9244 2.6095 -1.5281
H 1.9031 0.2875 -1.7049
H 0.7902 -0.1600 -0.3512
H 3.9504 -0.5370 -0.5443
H 3.4062 -2.6306 -1.4332
H 2.2143 -1.7560 -1.9972
H 2.0575 -2.8723 0.6056

Cartesian forces (eV/Å) of the 2 atoms listed first:
-7.6 4.5 5.0
0.5 -0.1 -0.3

- Energy relative to the best compared isomer or geometry (same formula, charge and spin): 228.2 kJ/mol
- Strongest force on any atom: 11.0 eV/A
- Molecular weight: 264.28 g/mol
- SMILES: N[C@@H](CC(=O)O)C(=O)O.CC(C)C[C@H](N)C(=O)O
- Net charge: 0



No. 2
Molecular formula: C4H6O
Method: DFT, wB97M-V/def2-TZVPD

Geometry (Å):
C 1.4577 0.0511 0.4372
C -0.0040 -0.0793 0.2996
C -1.2245 0.7074 -0.2450
C -0.9444 -0.7995 -0.5180
O -0.8354 -1.1675 0.8224
H 2.0269 -0.8113 0.5038
H 1.7427 0.6883 1.1945
H 1.8915 0.4294 -0.4277
H -0.9805 1.5457 -0.9606
H -2.1485 1.0164 0.2532
H -0.9815 -1.5809 -1.3594

Cartesian forces (eV/Å) of the 2 atoms listed first:
-1.3 0.1 -0.6
-1.8 -0.6 -0.6

- Energy relative to the best compared isomer or geometry (same formula, charge and spin): 297.0 kJ/mol
- Strongest force on any atom: 2.5 eV/A
- Molecular weight: 70.09 g/mol
- SMILES: C[C@@]12C[C@@H]1O2
- Net charge: 0



> The highest energy relative to the best compared isomer or geometry (same formula, charge and spin) belongs to which entry?

C4H6O



> Which of these has the highest strongest force on any atom?

C10H20N2O6



> molecular weight of number 2 (C4H6O)?

70.09 g/mol